No. 1
C4H10NO2S | ωB97M-V/def2-TZVPD

CARTESIAN COORDINATES (ANGSTROEM)
H (0.665618, 2.201327, 1.293385)
C (1.504967, -0.447530, 0.810632)
C (0.098203, 0.165309, -0.916597)
C (-1.959566, -0.976815, -1.428371)
H (2.112619, -1.290469, 0.979702)
H (-1.193720, 0.883304, -2.135305)
H (0.569891, 1.850963, -1.601122)
S (-0.377738, 1.323681, 1.779699)
O (0.450791, -0.842332, -0.143107)
H (-2.760793, -0.498212, -0.795958)
H (-2.313331, -1.280246, -2.364485)
O (0.993185, 1.081387, -1.110159)
C (0.734091, -0.049898, 2.114323)
H (2.175970, 0.407647, 0.475456)
H (0.176116, -0.932066, 2.563859)
H (1.450407, 0.112209, 2.916198)
H (-1.428035, -1.691870, -0.714999)
N (-0.898675, -0.016389, -1.723152)

Forces on the atoms, in the same order (eV/Å):
H -1.57 -1.17 0.89
C -0.61 1.39 1.56
C 1.70 -2.82 0.26
C 0.79 0.38 3.35
H 0.51 -1.20 0.00
H 0.01 -0.95 -0.27
H 1.07 -1.04 0.64
S 1.39 1.28 -0.44
O 0.90 1.87 -0.31
H 0.67 -0.33 -0.88
H -0.65 -1.20 -0.96
O -1.04 2.52 -1.05
C 0.47 -1.63 -0.09
H -1.16 -1.30 0.17
H 0.15 1.05 -1.06
H 0.20 0.68 -0.11
H -1.29 0.16 -1.63
N -1.54 2.32 -0.08

Output
- Charge: +1
- Energy: -761.55297 hartree
- SMILES string: C/[NH+]=C(/O)OCCS
- Kohn-Sham gap: 9.85 eV
- LUMO: -3.534 eV
- 2S+1: 1
- Strongest force on any atom: 3.47 eV Å⁻¹
- Molar mass: 136.20 g mol⁻¹


No. 2
C21H24Cl3INO4RhS | ωB97M-V/def2-TZVPD

CARTESIAN COORDINATES (ANGSTROEM)
H (-6.477455, -3.542810, 3.392453)
Cl (2.912929, -1.850207, 3.704598)
C (-4.770514, -2.329859, 2.948412)
H (0.038636, 2.379373, 0.252316)
C (1.292619, -2.902734, -2.960223)
C (-3.239212, 2.169355, 5.754651)
H (-0.038095, 3.980172, -0.420745)
O (-2.290518, 0.066336, 1.160497)
C (-6.851333, -2.205274, 1.754340)
H (-4.590232, -0.016597, 0.474312)
C (-4.271554, -1.327421, 2.131058)
H (-6.932617, -0.796842, 0.138230)
C (-5.028053, -0.771240, 1.114145)
I (-2.194102, 2.628266, -4.282045)
H (2.623189, -1.370768, -0.155918)
C (1.368168, -1.817801, -1.881456)
H (-2.276851, 4.099666, -2.078895)
H (-2.910712, 0.501385, 7.065605)
H (-3.383798, 2.872824, 6.563932)
C (1.352408, -0.220951, 2.159814)
C (2.531112, -2.138817, -0.926852)
O (0.458567, -1.045428, 2.351629)
H (2.376687, -3.099426, -0.432705)
Rh (-0.349809, -0.189973, 0.136148)
C (-3.108809, 1.712385, 3.396620)
H (2.217076, -2.942207, -3.542994)
C (0.071642, -1.754422, -1.116738)
H (0.828761, -0.166217, -3.199912)
H (1.135550, -3.883971, -2.507402)
H (-2.539771, -1.101207, 5.217613)
Cl (2.131660, 0.828907, 4.484668)
C (-1.469323, 3.509356, -2.506584)
H (-7.864902, -2.552553, 1.603486)
C (-2.976215, 0.836886, 6.039338)
H (-0.656006, 4.178986, -2.775638)
H (-0.642314, -2.564051, -1.263302)
H (3.478613, -2.179545, -1.472945)
C (-2.774317, -0.065263, 5.005261)
C (1.652518, -0.461591, -2.547707)
H (1.781542, 0.318753, -1.789964)
H (0.465367, -2.709358, -3.646165)
H (-3.496630, 3.648750, 4.221816)
H (-4.149912, -2.773084, 3.718062)
Cl (4.021121, 0.422331, 2.327004)
S (-2.580977, -0.790051, 2.377649)
C (-3.301085, 2.606659, 4.437665)
O (-1.238355, 1.297026, -1.579617)
C (-2.860174, 0.383733, 3.697293)
N (-0.316454, 3.016299, -0.447994)
C (-0.998897, 2.491711, -1.484530)
O (1.342039, 0.681005, 1.269882)
H (2.572279, -0.504741, -3.138059)
C (-6.074117, -2.762165, 2.761476)
H (-3.140090, 2.028228, 2.361934)
C (2.580287, -0.223274, 3.114283)
C (-6.328496, -1.217845, 0.930942)

Forces on the atoms, in the same order (eV/Å):
H 0.00 0.00 0.00
Cl 0.00 0.00 0.00
C -0.01 0.00 0.02
H 0.22 0.08 0.11
C 0.00 -0.01 -0.03
C 0.01 -0.01 0.00
H 0.00 0.00 0.00
O 0.02 0.07 -0.01
C 0.00 0.00 0.00
H 0.00 0.00 0.00
C 0.03 0.05 -0.01
H 0.00 0.00 0.00
C 0.02 0.01 0.01
I -0.01 -0.01 -0.03
H -0.01 0.01 0.00
C 0.02 -0.02 0.02
H -0.01 -0.01 -0.01
H 0.00 0.00 0.00
H -0.01 0.01 0.00
C -0.10 0.20 0.07
C 0.03 -0.01 0.00
O 0.12 -0.04 0.01
H -0.01 0.00 0.00
Rh -0.30 -0.11 -0.28
C -0.03 -0.03 -0.04
H 0.01 0.00 0.01
C 0.09 -0.20 -0.04
H 0.00 -0.01 -0.01
H -0.01 0.00 0.00
H 0.02 0.00 -0.01
Cl -0.01 0.01 0.00
C 0.04 0.01 0.06
H 0.00 0.00 0.00
C 0.00 0.00 -0.01
H -0.01 0.00 -0.01
H -0.02 0.03 -0.05
H 0.00 -0.01 -0.01
C 0.00 0.00 0.02
C 0.01 0.02 0.02
H -0.01 0.00 0.00
H 0.00 0.01 0.00
H 0.00 0.00 0.00
H 0.01 0.00 0.00
Cl 0.01 0.00 -0.01
S -0.08 -0.11 0.09
C 0.00 0.02 0.02
O 0.06 0.05 0.22
C 0.07 -0.04 0.02
N -0.08 -0.07 -0.03
C 0.05 0.03 -0.06
O -0.07 0.07 -0.07
H 0.00 0.00 0.00
C 0.00 0.00 0.00
H 0.01 0.01 0.00
C -0.01 0.01 0.03
C -0.02 0.00 -0.01

Output
- Charge: 0
- Energy: -3357.21863 hartree
- <S²>: 6.008
- Kohn-Sham gap (spin up / spin down): 6.58 / 9.12 eV
- LUMO (spin up / spin down): 0.176 / 0.173 eV
- 2S+1: 5
- Strongest force on any atom: 0.43 eV Å⁻¹
- Molar mass: 722.66 g mol⁻¹


Calculated energy relative to the best compared isomer or geometry (same formula, charge and spin), 106.3 14.5 kJ/mol (same order as the records).